Entry 1:
The following is a DFT calculation (the ωB97M-V functional and the def2-TZVPD basis) of a molecular structure, C56H140N9O19Zn in a non-equilibrium geometry.

Atoms and positions in Å:
Zn1 1.94708 -4.23823 -1.35942
C1 -0.07275 -0.27415 -1.25780
C2 1.22528 -0.85456 -0.68929
O1 1.43563 -2.22519 -0.73628
H1 -0.23968 -0.64118 -2.27048
H2 -0.00633 0.81328 -1.29208
H3 -0.96211 -0.49241 -0.66662
H4 1.21164 -0.35519 0.27950
H5 1.96544 -0.34064 -1.30259
C3 -5.91314 7.76986 1.08694
O2 -6.40169 6.52447 0.65031
C4 -5.84164 6.01863 -0.54374
C5 -6.64352 4.75509 -0.95307
N1 -6.98562 3.85523 0.17218
C6 -5.90165 3.35945 0.98803
C7 -4.90730 2.47985 0.21781
O3 -4.36418 1.50867 1.10949
C8 -3.18905 0.90349 0.54951
H6 -6.37463 8.08449 2.02296
H7 -6.03098 8.54922 0.33407
H8 -4.84612 7.77135 1.30957
H9 -4.79479 5.80283 -0.33011
H10 -5.77360 6.73460 -1.36280
H11 -6.01713 4.22799 -1.67272
H12 -7.51875 5.12885 -1.48445
H13 -7.64729 4.42442 0.68041
H14 -6.33931 2.73961 1.77056
H15 -5.48889 4.24380 1.47347
H16 -4.10221 3.02784 -0.27172
H17 -5.50990 1.84756 -0.43424
H18 -2.27830 1.48780 0.68080
H19 -3.32520 0.55636 -0.47473
H20 -2.95616 0.07763 1.22167
C9 -2.99431 -5.69979 0.24416
O4 -1.66730 -6.15921 0.53019
C10 -0.84303 -6.24252 -0.61563
C11 0.66278 -6.59030 -0.29537
N2 1.45129 -5.43598 0.19863
C12 0.80204 -4.81578 1.42445
C13 0.72750 -5.81241 2.60964
O5 1.87496 -6.73160 2.48558
C14 2.27711 -7.26669 3.71544
H21 -3.64809 -5.84690 1.10383
H22 -3.43650 -6.23418 -0.59667
H23 -3.03994 -4.64822 -0.03906
H24 -0.96053 -5.33374 -1.20589
H25 -1.24201 -6.99330 -1.29773
H26 1.21865 -6.92134 -1.17259
H27 0.60451 -7.45765 0.36221
H28 2.28482 -5.84385 0.59733
H29 -0.20136 -4.43812 1.22782
H30 1.32614 -3.90494 1.71390
H31 -0.19794 -6.38830 2.61159
H32 0.67153 -5.21057 3.51669
H33 2.44197 -6.37650 4.32247
H34 3.17328 -7.87548 3.59561
H35 1.58297 -7.97414 4.16908
C15 -3.31181 -4.23638 -2.95193
O6 -3.46429 -2.96386 -3.55481
C16 -2.28903 -2.40836 -4.01522
C17 -2.69414 -1.17528 -4.89239
N3 -3.26266 -1.69239 -6.15822
C18 -3.91524 -0.65352 -6.94686
C19 -4.91061 -1.32651 -7.95139
O7 -6.04698 -1.84001 -7.24345
C20 -7.05950 -2.37597 -8.12865
H36 -4.24110 -4.57483 -2.49369
H37 -2.51212 -4.16039 -2.21516
H38 -2.85463 -4.89536 -3.69005
H39 -1.64731 -3.12774 -4.52394
H40 -1.65993 -2.15105 -3.16309
H41 -1.80644 -0.62671 -5.20727
H42 -3.31391 -0.53574 -4.26393
H43 -4.02078 -2.31115 -5.90821
H44 -3.16212 -0.11599 -7.52304
H45 -4.41381 0.09097 -6.32617
H46 -4.48330 -2.04762 -8.64818
H47 -5.28898 -0.54840 -8.61433
H48 -7.64553 -1.62919 -8.66436
H49 -7.74142 -2.90080 -7.45958
H50 -6.78601 -3.07602 -8.91810
C21 8.36765 -1.74403 3.74311
O8 7.00910 -1.34330 3.66296
C22 6.78586 -0.04259 3.07290
C23 5.35529 0.27415 2.71435
N4 4.58618 0.22999 3.89096
C24 3.15909 -0.09528 3.66013
C25 2.86805 -1.55135 3.17134
O9 3.77946 -2.38179 3.89386
C26 3.77025 -3.76164 3.57306
H51 9.06860 -1.07921 4.24785
H52 8.74828 -1.91211 2.73565
H53 8.39901 -2.67860 4.30320
H54 7.29896 -0.06064 2.11139
H55 7.34838 0.70879 3.62706
H56 5.03562 -0.52705 2.04804
H57 5.21857 1.21381 2.17913
H58 4.94846 -0.62962 4.27814
H59 2.74592 0.62063 2.94959
H60 2.66181 -0.09848 4.63008
H61 3.10838 -1.59904 2.10923
H62 1.81702 -1.77645 3.35237
H63 4.33690 -4.34844 4.29602
H64 4.24255 -3.94480 2.60793
H65 2.73067 -4.08926 3.57948
C27 3.32652 4.76576 -2.49762
O10 3.34793 3.45839 -3.09713
C28 2.04552 3.07338 -3.42481
C29 2.17382 1.87801 -4.34094
N5 0.96313 1.06697 -4.53986
C30 1.28726 0.11274 -5.63458
C31 1.95442 -1.17603 -5.17347
O11 3.33058 -1.02172 -5.01163
C32 3.92314 -2.06044 -4.32107
H66 2.55281 4.85028 -1.73451
H67 3.27100 5.59650 -3.20109
H68 4.27165 4.95096 -1.98720
H69 1.49050 3.78633 -4.03453
H70 1.48145 2.78360 -2.53827
H71 2.88296 1.18020 -3.89565
H72 2.58427 2.24293 -5.28246
H73 0.88846 0.57576 -3.66052
H74 1.87620 0.62964 -6.39225
H75 0.27978 -0.08571 -6.00024
H76 1.76856 -2.00457 -5.85691
H77 1.42375 -1.45573 -4.26339
H78 3.64453 -1.96431 -3.27167
H79 5.00599 -1.96489 -4.40117
H80 3.56860 -3.05967 -4.57394
C33 4.95350 1.00504 -1.11580
O12 5.86414 0.16896 -0.36226
C34 5.76503 -1.19790 -0.59337
C35 6.49044 -1.64932 -1.90554
N6 7.89276 -1.16040 -1.84870
C36 8.73668 -1.88320 -0.90091
C37 10.13637 -1.20645 -0.82627
O13 10.03766 -0.00875 -0.06018
C38 11.25115 0.72808 0.03159
H81 5.03824 1.98520 -0.64654
H82 3.90963 0.76015 -0.91967
H83 5.29857 1.16275 -2.13764
H84 4.71053 -1.43914 -0.72727
H85 6.16367 -1.75788 0.25257
H86 5.99783 -1.19398 -2.76468
H87 6.37061 -2.73251 -1.92628
H88 7.76437 -0.24348 -1.44512
H89 8.92393 -2.91538 -1.19692
H90 8.28136 -1.97931 0.08477
H91 10.63026 -1.06083 -1.78698
H92 10.81273 -1.83611 -0.24819
H93 11.32050 1.63806 0.62759
H94 11.44258 1.11182 -0.97051
H95 12.03229 0.07020 0.41254
C39 0.20580 2.09262 1.90001
O14 -0.86819 2.91674 2.34468
C40 -1.26819 2.69336 3.69509
C41 -2.21445 3.84936 4.06303
N7 -1.57478 5.15276 3.72666
C42 -2.57352 6.25610 3.71552
C43 -2.53803 7.05897 4.97950
O15 -3.42530 8.18724 4.82927
C44 -3.60561 8.85328 6.02435
H96 0.89926 2.27800 2.72029
H97 0.62494 2.37707 0.93487
H98 -0.10097 1.04678 1.91502
H99 -0.42539 2.66552 4.38576
H100 -1.84441 1.77407 3.79982
H101 -2.42718 3.87837 5.13167
H102 -3.18658 3.72849 3.58507
H103 -1.04723 5.04758 2.87184
H104 -3.60220 5.90474 3.63509
H105 -2.32514 6.92128 2.88852
H106 -1.56372 7.50570 5.17763
H107 -2.82601 6.38502 5.78631
H108 -4.06530 8.17025 6.73866
H109 -4.33990 9.65265 5.92475
H110 -2.74795 9.39889 6.41784
C45 -1.40516 -1.97810 2.51425
O16 -1.60334 -3.12130 3.26489
C46 -2.87713 -3.66557 3.04235
C47 -2.85111 -5.12507 3.59929
N8 -2.48867 -5.20434 4.99283
C48 -3.52253 -4.80642 5.90724
C49 -2.89323 -4.63869 7.32852
O17 -2.31916 -3.36885 7.53565
C50 -1.88678 -3.19058 8.88190
H111 -2.00412 -1.10351 2.76812
H112 -1.48985 -2.25842 1.46432
H113 -0.42072 -1.57947 2.75933
H114 -3.19636 -3.77768 2.00619
H115 -3.68504 -3.19729 3.60456
H116 -2.16425 -5.71718 2.99454
H117 -3.79103 -5.66676 3.49337
H118 -1.64580 -4.65854 5.10126
H119 -4.28656 -5.58365 5.92440
H120 -3.94014 -3.83178 5.65471
H121 -2.13942 -5.41535 7.45762
H122 -3.70650 -4.83243 8.02792
H123 -1.53009 -2.16522 8.97932
H124 -1.11723 -3.91268 9.15480
H125 -2.67877 -3.37389 9.60802
C51 0.27881 5.60843 -0.02525
O18 -0.47115 5.31702 -1.16631
C52 -1.10957 4.06450 -1.16578
C53 -1.73161 3.71246 -2.54141
N9 -2.99755 4.34305 -2.71144
C54 -3.66641 4.14817 -4.00741
C55 -4.03988 2.67563 -4.35901
O19 -3.60484 2.18801 -5.61060
C56 -2.19928 2.14140 -5.80677
H126 1.01020 4.84545 0.24125
H127 -0.36683 5.70324 0.84783
H128 0.83458 6.54024 -0.12990
H129 -1.84322 3.86218 -0.38544
H130 -0.31839 3.33272 -1.00262
H131 -1.77604 2.62971 -2.65873
H132 -1.02368 4.05142 -3.29775
H133 -2.94105 5.32997 -2.50431
H134 -3.12340 4.50948 -4.88073
H135 -4.54418 4.79289 -3.96323
H136 -5.12039 2.53222 -4.36456
H137 -3.67542 1.93613 -3.64598
H138 -1.65420 1.48756 -5.12597
H139 -1.70796 3.10672 -5.68487
H140 -1.97314 1.82374 -6.82463

## Properties
Relative energy (zero: lowest compared OMol25 entry of this formula, charge and spin) ... 8.93 kcal/mol
HOMO ... -9.66 eV
Kohn-Sham gap ... 3.347 eV
M ... 1309.17 g mol⁻¹
Net charge ... +1

These are the Mulliken partial charges, in e, on atoms 1 to 8: Zn 0.342; C 0.794; C 0.280; O 0.503; H -0.939; H -0.330; H 0.214; H 0.051



Entry 2:
The following is a DFT calculation (the ωB97M-V functional and the def2-TZVPD basis) of 8 unconnected molecules or ions with the total composition C23H55IN9O11S2 in a non-equilibrium geometry.

Atoms and positions in Å:
N1 4.51560 0.78120 -2.74031
C1 3.16200 0.94750 -2.01832
C2 2.57992 2.48944 -2.14506
S1 1.27868 2.71984 -3.47442
O1 1.47771 1.67855 -4.60580
O2 1.57357 4.12581 -4.12860
N2 -0.36707 2.80002 -2.88983
S2 -1.14025 1.23403 -2.86541
O3 -1.82917 0.83128 -4.20081
O4 -0.16667 0.07532 -2.50320
I1 -2.74807 1.32661 -0.99204
H1 4.37852 1.03948 -3.76275
H2 4.62534 -0.27669 -2.77573
H3 2.44250 0.14038 -2.50065
H4 3.27884 0.61420 -0.87868
H5 3.51538 3.15245 -2.47744
H6 2.25396 2.88846 -1.08037
C3 -4.92743 4.61017 0.91962
C4 -5.42356 3.29139 1.44838
O5 -4.98656 2.21414 1.04286
N3 -6.39264 3.32182 2.41136
C5 -7.01426 4.48422 2.99822
H7 -4.16000 4.44056 0.16094
H8 -5.75276 5.16157 0.45975
H9 -4.48743 5.19578 1.73210
H10 -6.68361 2.40182 2.72554
H11 -6.83231 4.46094 4.07622
H12 -8.09012 4.42694 2.81141
H13 -6.62613 5.41648 2.58722
C6 0.35227 -3.27780 -2.67858
C7 1.67700 -3.38933 -3.38398
O6 2.59386 -2.59056 -3.19106
N4 1.83890 -4.42295 -4.26306
C8 0.87904 -5.44348 -4.60826
H14 0.35950 -2.41373 -2.01028
H15 -0.44943 -3.14250 -3.41047
H16 0.17139 -4.17604 -2.08100
H17 2.75227 -4.44261 -4.70480
H18 1.31283 -6.41690 -4.36332
H19 0.69568 -5.38950 -5.68489
H20 -0.06477 -5.32510 -4.07546
C9 6.43476 -4.82776 0.57795
C10 5.46155 -3.83656 -0.00113
O7 4.93098 -2.96028 0.68187
N5 5.17634 -3.93688 -1.33378
C11 5.70177 -4.89426 -2.27681
H21 6.57042 -4.63461 1.64453
H22 6.04824 -5.84393 0.45671
H23 7.40514 -4.73045 0.08242
H24 4.51477 -3.24099 -1.66218
H25 6.21098 -4.34466 -3.07329
H26 4.86214 -5.45154 -2.70120
H27 6.40147 -5.59200 -1.81610
C12 -2.05128 8.55139 1.59755
C13 -2.94560 7.52643 0.95368
O8 -3.16673 6.43034 1.46900
N6 -3.51822 7.85154 -0.24372
C14 -3.37044 9.08043 -0.98533
H28 -1.66339 8.16401 2.54242
H29 -1.20491 8.77269 0.94075
H30 -2.61840 9.46370 1.80425
H31 -4.10887 7.11962 -0.62477
H32 -4.36157 9.52533 -1.10966
H33 -2.95644 8.83843 -1.96803
H34 -2.71560 9.79348 -0.48393
C15 0.80088 -3.39232 1.10176
C16 -0.61077 -3.89907 0.97773
O9 -0.99294 -4.54863 0.00414
N7 -1.47574 -3.61321 1.99629
C17 -1.20074 -2.87035 3.20233
H35 1.38020 -3.68993 0.22477
H36 0.80078 -2.30005 1.16207
H37 1.27381 -3.82026 1.99051
H38 -2.41010 -3.98220 1.85277
H39 -1.40402 -3.52069 4.05759
H40 -1.87422 -2.00949 3.23407
H41 -0.16860 -2.52258 3.25125
C18 -6.25415 5.15090 6.95059
C19 -6.73258 6.36393 6.19920
O10 -6.76305 6.40559 4.96907
N8 -7.14126 7.44104 6.93416
C20 -7.17265 7.56524 8.37138
H42 -5.95988 4.37008 6.24559
H43 -5.38510 5.41022 7.56231
H44 -7.05862 4.76209 7.58171
H45 -7.45154 8.22517 6.36968
H46 -8.20389 7.76681 8.67409
H47 -6.54030 8.41108 8.65481
H48 -6.81842 6.66558 8.87516
C21 7.97126 -9.58890 -2.12218
C22 7.25395 -8.35204 -2.59182
O11 7.48220 -7.23934 -2.11675
N9 6.32270 -8.49973 -3.58092
C23 5.93136 -9.71861 -4.24663
H49 8.68250 -9.32881 -1.33491
H50 7.25153 -10.30531 -1.71543
H51 8.52347 -10.03769 -2.95303
H52 5.87560 -7.63017 -3.85247
H53 6.12425 -9.60028 -5.31645
H54 4.85987 -9.86633 -4.08618
H55 6.47458 -10.58842 -3.87647

## Properties
HOMO ... -5.36 eV
Kohn-Sham gap ... 7.026 eV
M ... 824.78 g mol⁻¹
Net charge ... -1

These are the Mulliken partial charges, in e, on atoms 1 to 8: N -0.803; C 0.131; C -0.671; S 0.989; O -0.637; O -0.711; N -0.395; S 0.555



Q: The lowest M belongs to which entry?
A: C23H55IN9O11S2